No. 1
This record from the Open Molecules 2025 dataset describes a single C5H10O molecule. The level of theory is ωB97M-V with the def2-TZVPD basis set.

Last columns: bonded neighbours and bond lengths (Å).
Cartesian coordinates (Å):
1 C 1.64 0.65 0.56  C2 1.537, H7 1.097, H8 1.096, H9 1.093
2 C 0.92 0.15 -0.70  C1 1.537, C3 1.525, H10 1.093, H11 1.095
3 C -0.54 -0.15 -0.40  C2 1.525, C4 1.521, C5 1.459, O6 1.429
4 C -0.97 -1.58 -0.11  C3 1.521, H12 1.096, H13 1.093, H14 1.094
5 C -1.24 0.95 0.25  C3 1.459, O6 1.417, H15 1.089, H16 1.085
6 O -1.57 0.58 -1.07  C3 1.429, C5 1.417
7 H 1.37 0.05 1.44  C1 1.097
8 H 1.37 1.69 0.80  C1 1.096
9 H 2.72 0.62 0.45  C1 1.093
10 H 1.43 -0.74 -1.08  C2 1.093
11 H 0.98 0.92 -1.49  C2 1.095
12 H -1.71 -1.92 -0.84  C4 1.096
13 H -0.13 -2.28 -0.13  C4 1.093
14 H -1.44 -1.65 0.88  C4 1.094
15 H -0.73 1.91 0.32  C5 1.089
16 H -1.93 0.72 1.06  C5 1.085

SMILES ... CC[C@@]1(C)CO1
E ... -271.7009 Eh

Atom charges from the Löwdin analysis, given in e for atoms 1 to 4:
1. C -0.100
2. C -0.174
3. C -0.504
4. C -0.002

No. 2
This record from the Open Molecules 2025 dataset describes 2 unconnected molecules or ions with the total composition C5H10O in a non-equilibrium geometry. The level of theory is ωB97M-V with the def2-TZVPD basis set.

Last columns: bonded neighbours and bond lengths (Å).
Cartesian coordinates (Å):
1 C 0.30 3.36 -1.21  C2 1.534, H4 1.178, H5 1.081, H6 1.172
2 C -0.29 4.74 -0.88  C1 1.534, C3 1.370, H7 1.175
3 C -1.66 4.86 -0.81  C2 1.370, H8 1.010, H9 1.072
4 H -0.08 2.92 -2.23  C1 1.178
5 H 1.36 3.24 -1.37  C1 1.081
6 H -0.02 2.67 -0.32  C1 1.172
7 H 0.31 5.75 -0.89  C2 1.175
8 H -2.11 5.64 -0.36  C3 1.010
9 H -2.32 4.05 -1.04  C3 1.072
10 C 0.37 -4.71 0.68  C11 1.328, H13 1.053, H14 1.067
11 C 1.15 -5.51 1.39  C10 1.328, O12 1.408, H15 1.022
12 O 0.83 -6.37 2.46  C11 1.408, H16 0.891
13 H 0.65 -4.06 -0.10  C10 1.053
14 H -0.66 -4.55 0.91  C10 1.067
15 H 2.16 -5.31 1.41  C11 1.022
16 H 0.02 -6.73 2.36  O12 0.891

SMILES ... C=CC.C=CO
E ... -271.6303 Eh

Atom charges from the Löwdin analysis, given in e for atoms 1 to 4:
1. C -0.152
2. C -0.228
3. C -0.028
4. H 0.102

No. 3
This record from the Open Molecules 2025 dataset describes a single C5H10O molecule in a non-equilibrium geometry. The level of theory is ωB97M-V with the def2-TZVPD basis set.

Last columns: bonded neighbours and bond lengths (Å).
Cartesian coordinates (Å):
1 C 1.84 0.05 0.74  C2 1.514, H7 1.099, H8 1.093, H9 1.093
2 C 0.98 1.23 0.31  C1 1.514, O6 1.324
3 C -0.19 -0.28 -1.41  C4 1.532, H10 1.151, H11 1.091, H12 1.100
4 C -1.44 -0.24 -0.53  C3 1.532, C5 1.531, H13 1.099, H14 1.095
5 C -1.09 0.15 0.91  C4 1.531, O6 1.437, H15 1.093, H16 1.093
6 O -0.25 1.30 0.80  C2 1.324, C5 1.437
7 H 2.39 0.46 1.60  C1 1.099
8 H 2.60 -0.14 -0.02  C1 1.093
9 H 1.39 -0.90 1.05  C1 1.093
10 H 0.48 0.65 -1.24  C3 1.151
11 H -0.45 -0.20 -2.47  C3 1.091
12 H 0.39 -1.20 -1.25  C3 1.100
13 H -1.97 -1.20 -0.51  C4 1.099
14 H -2.14 0.50 -0.93  C4 1.095
15 H -0.59 -0.67 1.45  C5 1.093
16 H -1.97 0.46 1.48  C5 1.093

E ... -271.6191 Eh

Atom charges from the Löwdin analysis, given in e for atoms 1 to 4:
1. C -0.142
2. C -0.133
3. C -0.099
4. C -0.202

No. 4
This record from the Open Molecules 2025 dataset describes 2 unconnected molecules or ions with the total composition C5H10O. The level of theory is ωB97M-V with the def2-TZVPD basis set.

Last columns: bonded neighbours and bond lengths (Å).
Cartesian coordinates (Å):
1 C -0.74 1.45 -0.91  C2 1.518, H7 1.093, H8 1.093, H9 1.095
2 C -0.76 0.18 -0.08  C1 1.518, C3 1.524, C4 1.428, H10 1.164
3 C -1.61 -0.98 -0.58  C2 1.524, H11 1.094, H12 1.095, H13 1.094
4 C 0.43 -0.10 0.66  C2 1.428, H14 1.103
5 C 2.68 -0.29 1.13  O6 1.217, H15 1.106, H16 1.105
6 O 2.82 -1.35 0.56  C5 1.217
7 H -0.21 2.24 -0.38  C1 1.093
8 H -1.73 1.80 -1.21  C1 1.093
9 H -0.16 1.22 -1.82  C1 1.095
10 H -1.05 0.44 1.02  C2 1.164
11 H -2.65 -0.72 -0.79  C3 1.094
12 H -1.60 -1.79 0.16  C3 1.095
13 H -1.16 -1.37 -1.50  C3 1.094
14 H 0.41 -1.18 0.89  C4 1.103
15 H 2.99 0.67 0.69  C5 1.106
16 H 2.33 -0.22 2.18  C5 1.105

E ... -271.5701 Eh

Atom charges from the Löwdin analysis, given in e for atoms 1 to 4:
1. C -0.070
2. C -0.514
3. C -0.067
4. C 0.124

No. 5
This record from the Open Molecules 2025 dataset describes a single C5H10O molecule in a non-equilibrium geometry. The level of theory is ωB97M-V with the def2-TZVPD basis set.

Last columns: bonded neighbours and bond lengths (Å).
Cartesian coordinates (Å):
1 C 1.66 -0.16 1.01  C2 1.490, H7 1.089, H8 1.089, H9 1.092
2 C 0.98 0.01 -0.31  C1 1.490, C3 1.483, C4 1.481, H10 1.085
3 C 0.02 -1.01 -0.80  C2 1.483, C4 1.551, H11 1.074, H12 1.103
4 C -0.43 0.43 -0.45  C2 1.481, C3 1.551, C5 1.508, O6 1.410
5 C -1.60 0.20 0.47  C4 1.508, H13 1.104, H14 1.067, H15 1.091
6 O -0.67 1.21 -1.60  C4 1.410, H16 0.965
7 H 2.51 -0.83 0.92  C1 1.089
8 H 2.01 0.80 1.38  C1 1.089
9 H 0.98 -0.58 1.76  C1 1.092
10 H 1.58 0.42 -1.12  C2 1.085
11 H -0.07 -1.22 -1.85  C3 1.074
12 H -0.19 -1.87 -0.14  C3 1.103
13 H -2.44 -0.37 0.03  C5 1.104
14 H -1.97 1.18 0.66  C5 1.067
15 H -1.39 -0.31 1.41  C5 1.091
16 H -0.98 2.10 -1.37  O6 0.965

SMILES ... C[C@H]1C[C@]1(C)O
E ... -271.6884 Eh

Atom charges from the Löwdin analysis, given in e for atoms 1 to 4:
1. C -0.061
2. C -0.294
3. C -0.063
4. C -0.488

No. 6
This record from the Open Molecules 2025 dataset describes a single C5H10O molecule. The level of theory is ωB97M-V with the def2-TZVPD basis set.

Last columns: bonded neighbours and bond lengths (Å).
Cartesian coordinates (Å):
1 O 2.73 -0.14 0.22  C2 1.416, H7 0.965
2 C 1.45 -0.66 0.54  O1 1.416, C3 1.520, H8 1.095, H9 1.104
3 C 0.34 -0.15 -0.37  C2 1.520, C4 1.546, C6 1.552, H10 1.096
4 C -1.01 -0.90 -0.30  C3 1.546, C5 1.545, H11 1.096, H12 1.094
5 C -1.75 0.45 -0.26  C4 1.545, C6 1.546, H13 1.094, H14 1.094
6 C -0.40 1.15 0.01  C3 1.552, C5 1.546, H15 1.097, H16 1.094
7 H 2.68 0.82 0.30  O1 0.965
8 H 1.54 -1.74 0.45  C2 1.095
9 H 1.19 -0.43 1.59  C2 1.104
10 H 0.73 -0.12 -1.39  C3 1.096
11 H -1.12 -1.47 0.63  C4 1.096
12 H -1.24 -1.58 -1.14  C4 1.094
13 H -2.18 0.73 -1.23  C5 1.094
14 H -2.52 0.56 0.50  C5 1.094
15 H -0.27 1.40 1.07  C6 1.097
16 H -0.18 2.05 -0.58  C6 1.094

SMILES ... OCC1CCC1
E ... -271.7129 Eh

Atom charges from the Löwdin analysis, given in e for atoms 1 to 4:
1. O -0.063
2. C -0.255
3. C -0.306
4. C -0.149

No. 7
This record from the Open Molecules 2025 dataset describes a single C5H10O molecule. The level of theory is ωB97M-V with the def2-TZVPD basis set.

Last columns: bonded neighbours and bond lengths (Å).
Cartesian coordinates (Å):
1 C -0.02 -1.40 -1.55  C2 1.589, H7 1.105, H8 1.093, H9 1.099
2 C 0.59 -0.92 -0.17  C1 1.589, C5 1.744, H10 1.088, H11 1.084
3 C -0.46 0.95 -0.53  O4 1.214, C5 1.452, H12 1.099
4 O -1.66 0.79 -0.49  C3 1.214
5 C 0.41 0.64 0.59  C2 1.744, C3 1.452, C6 1.562, H13 1.097
6 C -0.29 1.12 1.90  C5 1.562, H14 1.086, H15 1.098, H16 1.106
7 H 0.25 -2.46 -1.69  C1 1.105
8 H -1.11 -1.34 -1.60  C1 1.093
9 H 0.37 -0.88 -2.44  C1 1.099
10 H 1.66 -0.99 -0.31  C2 1.088
11 H 0.25 -1.66 0.55  C2 1.084
12 H 0.10 1.22 -1.44  C3 1.099
13 H 1.41 1.08 0.56  C5 1.097
14 H -1.07 0.45 2.25  C6 1.086
15 H 0.39 1.36 2.72  C6 1.098
16 H -0.82 2.06 1.65  C6 1.106

SMILES ... CC[C@H](C)C=O
E ... -271.6784 Eh

Atom charges from the Löwdin analysis, given in e for atoms 1 to 4:
1. C -0.116
2. C -0.116
3. C -0.383
4. O 0.030

No. 8
This record from the Open Molecules 2025 dataset describes a single C5H10O molecule. The level of theory is ωB97M-V with the def2-TZVPD basis set.

Last columns: bonded neighbours and bond lengths (Å).
Cartesian coordinates (Å):
1 C 2.47 -0.14 0.09  O2 1.405, H7 1.099, H8 1.101, H9 1.094
2 O 1.22 -0.45 0.66  C1 1.405, C3 1.401
3 C 0.12 -0.17 -0.15  O2 1.401, C4 1.548, C6 1.533, H10 1.102
4 C -0.73 1.10 0.13  C3 1.548, C5 1.547, H11 1.096, H12 1.095
5 C -1.98 0.24 -0.16  C4 1.547, C6 1.545, H13 1.095, H14 1.093
6 C -1.13 -1.02 0.13  C3 1.533, C5 1.545, H15 1.095, H16 1.094
7 H 2.58 0.94 -0.10  C1 1.099
8 H 2.62 -0.68 -0.85  C1 1.101
9 H 3.24 -0.44 0.81  C1 1.094
10 H 0.40 -0.22 -1.21  C3 1.102
11 H -0.66 1.36 1.19  C4 1.096
12 H -0.56 1.99 -0.48  C4 1.095
13 H -2.29 0.29 -1.21  C5 1.095
14 H -2.87 0.40 0.46  C5 1.093
15 H -1.15 -1.28 1.19  C6 1.095
16 H -1.28 -1.92 -0.48  C6 1.094

SMILES ... COC1CCC1
E ... -271.7027 Eh

Atom charges from the Löwdin analysis, given in e for atoms 1 to 4:
1. C -0.112
2. O -0.149
3. C -0.379
4. C -0.119

Result set for ΔE to the lowest compared entry with this formula, charge and spin: 32.4; 76.7; 83.8; 114.5; 40.3; 24.9; 46.6; 31.3 kcal/mol, one per record in the order listed.